No. 1
{"formula": "C34H42BrClN6O2PReS6Sb", "method": "the ωB97M-V functional and the def2-TZVPD basis", "charge": -2, "homo_lumo_gap_ev": [5.899, 6.136], "s2": 3.78, "total_energy_ha": -7883.364930, "homo_energy_ev": [-2.26, -2.50], "spin_multiplicity": 4, "lumo_energy_ev": [3.63, 3.63], "elements": ["Re", "S", "C", "N", "C", "C", "C", "C", "C", "C", "S", "H", "H", "H", "H", "S", "Sb", "S", "S", "S", "Br", "C", "C", "C", "N", "C", "C", "H", "H", "H", "H", "Cl", "C", "C", "C", "C", "C", "C", "C", "O", "O", "H", "H", "H", "H", "N", "P", "N", "C", "C", "C", "C", "C", "N", "C", "C", "C", "C", "C", "N", "C", "C", "C", "C", "C", "H", "H", "H", "H", "H", "H", "H", "H", "H", "H", "H", "H", "H", "H", "H", "H", "H", "H", "H", "H", "H", "H", "H", "H", "H", "H", "H", "H", "H", "H"], "xyz": [[-0.670744, -0.395904, -1.379896], [-2.646944, 1.550296, 0.434404], [-3.703144, 0.544296, -0.349596], [-3.407644, -0.553904, -0.988596], [-4.500644, -1.171804, -1.518696], [-4.534444, -2.382204, -2.208796], [-5.731644, -2.848304, -2.715496], [-6.916744, -2.148204, -2.533296], [-6.923744, -0.967104, -1.812096], [-5.727044, -0.492604, -1.315596], [-5.455244, 0.940396, -0.365996], [-3.632144, -2.964904, -2.318696], [-5.743144, -3.779104, -3.266696], [-7.841544, -2.530704, -2.942296], [-7.841244, -0.424304, -1.632396], [-0.032044, 0.506096, -6.186796], [0.712356, 1.279896, -4.171296], [1.314256, -0.606304, -2.690896], [-1.147044, 1.586096, -2.590196], [2.292056, 2.910796, -4.067896], [-2.744744, -4.241404, -6.534496], [-2.249544, -3.139704, -5.074296], [-1.500144, -3.673604, -4.036296], [-1.152344, -2.841604, -2.997296], [-1.517144, -1.549504, -2.918696], [-2.270344, -1.074204, -3.923196], [-2.646644, -1.816104, -5.021796], [-1.187344, -4.706904, -4.021796], [-0.568744, -3.240504, -2.176996], [-2.580444, -0.038204, -3.848996], [-3.225144, -1.359704, -5.806796], [5.577756, -4.303504, 0.883704], [3.874756, -3.956704, 0.789304], [3.059256, -4.297604, 1.855304], [1.709356, -4.015904, 1.776304], [1.177956, -3.380204, 0.660504], [2.018456, -3.052904, -0.392996], [3.368756, -3.353104, -0.345896], [-0.328744, -3.100204, 0.626504], [-1.046744, -3.778404, 1.352004], [-0.730244, -2.221404, -0.185896], [3.477556, -4.776004, 2.729704], [1.040456, -4.287204, 2.580904], [1.628356, -2.551104, -1.264096], [4.011656, -3.111304, -1.178696], [0.328256, 0.496196, 0.015604], [0.885656, 1.408696, 1.131004], [0.415656, 0.881796, 2.648504], [1.065256, 1.217396, 3.888304], [1.549156, -0.044304, 4.610004], [0.362656, -0.969904, 4.856404], [-0.259144, -1.304204, 3.504604], [-0.694744, -0.027004, 2.794504], [0.476156, 3.026596, 1.017804], [0.567556, 3.658696, -0.283096], [-0.698144, 4.443396, -0.613496], [-0.999744, 5.443396, 0.497304], [-1.113744, 4.695896, 1.820504], [0.186456, 3.940296, 2.089104], [2.573056, 1.399696, 1.285404], [3.222156, 0.117296, 1.148004], [4.007656, 0.006296, -0.154596], [4.990856, 1.163296, -0.281096], [4.211956, 2.472296, -0.212496], [3.452756, 2.525296, 1.113104], [0.360856, 1.748996, 4.554704], [1.909256, 1.876096, 3.670304], [2.041356, 0.230296, 5.546204], [2.274956, -0.558504, 3.977704], [-0.374544, -0.468404, 5.491704], [0.684656, -1.879304, 5.369104], [-1.109844, -1.980404, 3.606004], [0.494356, -1.802504, 2.891604], [-1.505544, 0.457296, 3.358404], [-1.062844, -0.264604, 1.793504], [0.717456, 2.864296, -1.018696], [1.436856, 4.335796, -0.313796], [-1.523944, 3.740996, -0.710496], [-0.565144, 4.947596, -1.573096], [-1.923744, 5.986296, 0.288504], [-0.190444, 6.177696, 0.558704], [-1.931244, 3.976296, 1.758104], [-1.315444, 5.387696, 2.643804], [0.104956, 3.383196, 3.019804], [1.009256, 4.670596, 2.186204], [2.438356, -0.645104, 1.176304], [3.903056, -0.038004, 2.002404], [3.308056, 0.043096, -0.988596], [4.533856, -0.949204, -0.177396], [5.537956, 1.093296, -1.223396], [5.716456, 1.121196, 0.541004], [3.506656, 2.514496, -1.043796], [4.884356, 3.330196, -0.289596], [2.866156, 3.439396, 1.183404], [4.184656, 2.524596, 1.940804]], "forces_ev_per_angstrom": [[1.1, 1.0, 1.3], [0.1, 0.4, 0.3], [-0.7, 0.5, 0.4], [0.9, -0.1, 0.0], [-0.8, -0.1, -0.2], [0.2, 0.0, 0.1], [0.0, -0.1, -0.1], [-0.2, -0.1, -0.1], [0.0, 0.0, 0.0], [0.0, 0.1, 0.1], [0.4, -0.4, -0.3], [0.0, 0.0, 0.0], [0.0, -0.1, 0.0], [-0.1, -0.1, 0.0], [-0.1, 0.0, 0.0], [0.1, 0.1, 0.2], [-0.4, -0.4, 0.5], [-0.2, 0.2, -0.2], [0.3, 0.1, -0.5], [-0.2, -0.1, 0.1], [0.0, 0.1, 0.0], [-0.1, 0.2, 0.1], [-0.1, 0.0, -0.2], [0.1, -0.1, 0.1], [-0.8, -1.1, -1.5], [0.0, 0.4, 0.3], [0.1, -0.7, -0.1], [0.0, 0.0, -0.1], [0.0, 0.2, -0.1], [0.2, -0.1, 0.1], [0.0, 0.0, -0.1], [0.3, -0.1, 0.0], [-0.1, 0.0, -0.1], [0.1, 0.0, 0.1], [-0.1, 0.0, 0.0], [-0.3, 0.1, 0.1], [-0.2, 0.0, 0.0], [0.1, -0.1, 0.1], [0.6, -0.7, 0.5], [0.0, 0.0, 0.1], [-0.3, 1.2, -1.2], [0.0, 0.0, 0.0], [-0.1, 0.0, 0.0], [-0.1, 0.0, -0.1], [0.1, 0.0, 0.0], [0.4, 0.3, 0.8], [0.0, -0.4, -0.3], [0.0, 0.2, -0.3], [0.4, 0.0, 0.1], [-0.2, 0.2, 0.2], [0.2, -0.2, -0.2], [-0.2, 0.1, 0.2], [-0.3, -0.5, -0.3], [0.1, -0.5, -0.1], [0.0, -0.1, -0.5], [0.2, 0.1, 0.0], [-0.2, -0.2, -0.1], [0.2, 0.1, 0.0], [-0.2, -0.1, 0.3], [-0.7, 0.1, -0.1], [0.0, -0.4, 0.0], [0.2, 0.1, 0.2], [-0.2, 0.0, -0.2], [0.2, -0.1, 0.2], [0.0, 0.3, -0.2], [0.1, 0.0, -0.1], [-0.1, 0.0, 0.1], [0.1, 0.0, 0.1], [0.1, 0.0, 0.0], [0.0, 0.0, 0.1], [0.0, 0.0, 0.1], [0.0, 0.0, -0.1], [0.0, -0.1, -0.1], [-0.1, 0.0, 0.0], [-0.1, 0.1, 0.3], [0.1, 0.2, -0.1], [0.0, 0.0, 0.0], [0.0, 0.0, -0.1], [0.0, 0.0, 0.0], [0.0, 0.1, 0.0], [0.1, 0.1, 0.0], [-0.1, 0.0, 0.1], [0.0, 0.0, 0.1], [0.0, 0.0, 0.1], [0.0, 0.0, 0.1], [0.2, -0.1, 0.1], [0.0, 0.0, 0.0], [-0.1, -0.1, -0.1], [0.0, -0.1, 0.0], [0.1, 0.0, 0.0], [0.1, 0.0, 0.0], [-0.1, 0.1, -0.1], [0.0, 0.1, 0.0], [0.0, 0.1, 0.1], [0.0, 0.1, 0.0]]}

No. 2
{"formula": "C34H42Cl3O3ReSe", "method": "the ωB97M-V functional and the def2-TZVPD basis", "charge": 1, "homo_lumo_gap_ev": [5.723, 6.279], "s2": 0.84, "total_energy_ha": -5406.567675, "homo_energy_ev": [-10.96, -11.04], "spin_multiplicity": 2, "lumo_energy_ev": [-5.23, -4.76], "elements": ["Re", "C", "C", "C", "C", "C", "C", "C", "Se", "C", "C", "C", "C", "C", "C", "O", "C", "C", "C", "C", "C", "C", "C", "C", "C", "O", "C", "C", "C", "C", "C", "C", "H", "H", "H", "H", "H", "H", "H", "H", "H", "H", "H", "H", "H", "H", "H", "H", "H", "H", "H", "H", "H", "H", "H", "H", "H", "H", "H", "H", "H", "H", "H", "H", "H", "H", "H", "H", "H", "H", "H", "H", "Cl", "C", "C", "C", "Cl", "C", "O", "C", "Cl", "C", "H", "H"], "xyz": [[-0.079050, 0.147105, -0.092778], [6.644189, -1.064333, 2.341485], [6.325101, -2.122831, 1.272335], [7.501454, -2.194292, 0.297861], [6.157039, -3.498733, 1.936979], [5.022011, -1.740201, 0.577366], [3.849189, -1.647102, 1.315029], [2.679980, -1.274351, 0.685867], [1.126305, -0.857203, 1.777366], [-0.137774, -2.316548, 1.927644], [-0.160161, -3.072770, 3.077416], [-1.172759, -4.008775, 3.255227], [-2.108918, -4.137720, 2.228181], [-2.110080, -3.389635, 1.057836], [-1.092418, -2.415318, 0.900979], [-1.006648, -1.614331, -0.160767], [-3.205867, -3.561306, 0.000638], [-4.016496, -2.256857, -0.126032], [-4.183493, -4.674156, 0.383083], [-2.564004, -3.932012, -1.347922], [-1.235128, -4.820198, 4.543964], [0.067174, -5.622796, 4.698777], [-2.411827, -5.796323, 4.558646], [-1.392115, -3.849861, 5.727028], [2.600066, -0.937620, -0.674434], [1.439204, -0.507105, -1.184127], [3.783646, -1.053536, -1.442603], [4.942833, -1.444844, -0.783798], [3.787129, -0.725407, -2.940879], [3.451655, 0.763541, -3.158247], [2.766457, -1.618780, -3.667021], [5.162882, -0.976313, -3.560756], [7.582031, -1.310204, 2.841936], [5.862075, -1.009592, 3.099796], [6.748545, -0.079013, 1.883545], [8.400821, -2.477717, 0.844625], [7.690528, -1.227984, -0.173296], [7.333022, -2.942924, -0.478431], [7.083534, -3.793620, 2.431824], [5.911691, -4.254474, 1.188925], [5.365478, -3.488698, 2.686862], [3.830180, -1.859962, 2.376730], [0.617457, -2.930838, 3.817737], [-2.897132, -4.863490, 2.356151], [-4.477217, -2.002291, 0.830602], [-4.808789, -2.381453, -0.865646], [-3.386995, -1.428965, -0.437276], [-4.710237, -4.445912, 1.311311], [-3.677970, -5.636530, 0.482855], [-4.929869, -4.772101, -0.405449], [-1.898447, -3.147690, -1.699622], [-3.340489, -4.084170, -2.099385], [-1.995123, -4.859241, -1.256662], [0.197252, -6.303510, 3.855764], [0.037904, -6.214841, 5.614610], [0.938415, -4.969006, 4.750911], [-2.339823, -6.524039, 3.748307], [-3.367218, -5.273418, 4.485814], [-2.406208, -6.345971, 5.499931], [-0.546067, -3.165660, 5.801395], [-1.457529, -4.407945, 6.662246], [-2.302572, -3.258030, 5.616442], [5.849240, -1.516407, -1.364658], [2.450996, 1.000667, -2.809524], [3.505163, 1.003338, -4.221292], [4.169269, 1.395158, -2.629722], [1.755949, -1.446961, -3.304523], [3.013243, -2.672150, -3.522409], [2.785713, -1.411019, -4.738097], [5.924291, -0.329958, -3.120606], [5.115580, -0.754772, -4.627083], [5.467606, -2.018408, -3.449791], [-0.745070, 6.297476, 3.356692], [-0.981886, 4.752822, 2.643158], [-0.081615, 4.286839, 1.699068], [-0.318882, 3.041047, 1.160826], [0.708254, 2.346129, -0.066090], [-1.384312, 2.210095, 1.518042], [-1.520678, 1.004961, 0.985618], [-2.272564, 2.727979, 2.475751], [-3.594477, 1.747657, 2.958107], [-2.074942, 3.980249, 3.023723], [0.773040, 4.878582, 1.401957], [-2.774522, 4.350233, 3.759875]], "forces_ev_per_angstrom": [[-0.9, -4.5, -0.4], [0.0, -0.1, -0.1], [0.1, 0.0, 0.1], [-0.1, 0.0, 0.0], [0.0, 0.1, -0.1], [0.0, 0.0, -0.1], [-0.1, -0.1, 0.1], [-0.4, 0.1, -0.1], [-0.1, 0.2, -0.2], [0.0, 0.1, -0.6], [0.1, 0.0, 0.0], [0.0, 0.0, -0.1], [0.1, -0.1, 0.2], [0.1, 0.6, -0.5], [0.3, -1.0, 1.3], [0.3, 2.2, -0.5], [0.0, 0.0, -0.1], [0.1, -0.1, 0.1], [0.0, 0.0, -0.1], [-0.1, 0.0, 0.1], [0.1, 0.0, 0.1], [-0.1, 0.0, 0.0], [0.1, 0.1, 0.0], [0.0, -0.1, -0.1], [1.3, -0.5, 0.6], [-1.7, 1.4, 0.8], [-0.7, 0.2, -0.1], [0.1, -0.1, 0.2], [0.0, 0.1, 0.0], [0.1, -0.2, 0.1], [0.1, 0.0, 0.1], [-0.1, 0.0, 0.0], [0.0, 0.0, 0.0], [0.0, 0.0, 0.0], [0.0, 0.0, 0.0], [0.0, 0.0, 0.0], [0.0, 0.0, 0.0], [0.0, 0.0, 0.0], [0.0, 0.0, 0.0], [0.0, 0.0, 0.0], [0.0, 0.0, 0.0], [0.1, 0.0, 0.0], [-0.1, 0.0, 0.1], [0.0, 0.0, 0.0], [0.0, 0.0, 0.0], [0.0, 0.0, 0.0], [0.0, 0.1, 0.0], [0.0, 0.0, 0.0], [0.0, 0.0, 0.0], [0.0, 0.0, 0.0], [0.0, 0.0, 0.0], [0.0, 0.0, 0.0], [0.0, 0.0, 0.0], [0.0, 0.0, 0.0], [0.0, 0.0, 0.0], [0.0, 0.0, 0.0], [0.0, 0.0, 0.0], [0.0, 0.0, 0.0], [0.0, 0.0, 0.0], [0.0, 0.0, 0.0], [0.0, 0.0, 0.0], [0.0, 0.0, 0.0], [-0.1, 0.0, 0.0], [-0.1, 0.1, 0.0], [0.0, 0.0, 0.0], [0.0, 0.0, 0.0], [0.0, 0.0, 0.0], [0.0, 0.0, 0.0], [0.0, 0.0, 0.0], [0.0, 0.0, 0.0], [0.0, 0.0, 0.0], [0.0, 0.0, 0.0], [0.0, 0.1, 0.0], [-0.1, -0.2, -0.1], [0.1, 0.2, -0.1], [-0.6, -0.3, 0.5], [0.9, 1.7, -0.4], [0.1, 0.7, 0.5], [1.0, -0.4, -1.0], [0.2, -0.2, -0.3], [-0.1, 0.0, 0.1], [0.0, 0.0, 0.0], [0.0, 0.0, 0.0], [0.0, 0.0, 0.0]]}